Computed, not measured: a 3-piece molecular cluster, C58H69FNO7 overall, with ωB97M-V/def2-TZVPD.

The geometry in XYZ format:
```
136
Properties=species:S:1:pos:R:3:forces:R:3
H 5.749805 1.832378 3.588876 0.09 0.15 -0.03
H -4.180840 2.091705 -3.122515 0.04 0.00 -0.03
H 6.315958 0.776949 1.346887 0.10 0.08 0.13
O -5.884060 4.502314 -5.126985 0.04 0.00 0.03
O -5.547344 -3.768254 -3.749583 0.01 0.01 0.02
C -6.866096 -3.348142 -1.840202 0.02 0.11 0.04
C -7.295546 -2.414718 -0.892960 0.06 -0.02 -0.08
H 0.748743 -5.655521 3.411924 -0.09 -0.02 0.19
C -6.843215 4.153111 -1.661095 0.05 0.03 -0.10
H 2.472471 0.904979 0.261815 -0.24 0.00 -0.10
H 3.396646 -3.121777 0.611584 -0.15 0.08 -0.17
H 5.310834 -2.970690 -0.697474 0.06 -0.14 -0.31
H 6.894888 -3.498480 -0.126792 0.08 -0.05 -0.16
H 7.235901 1.023331 5.398459 0.04 0.13 0.00
C -5.538430 4.419816 -1.001330 -0.05 -0.04 0.16
C 6.304122 -0.892627 5.554390 -0.44 0.08 -0.46
H 3.021807 3.507893 1.424789 0.02 0.05 0.00
C -5.785917 4.463898 -3.919874 -0.12 -0.02 -0.24
C 1.154740 1.119967 5.006790 -0.42 -0.32 0.22
H 0.746092 2.406876 -1.315293 0.11 -0.18 -0.09
H -8.517060 -6.069000 -0.700149 0.00 -0.01 0.00
C 5.378174 -0.628653 0.039963 0.46 0.74 0.13
H -8.474470 -2.081624 0.860929 0.03 0.07 -0.04
C -8.584560 -4.120684 0.199104 0.02 -0.02 -0.04
C -0.051768 0.257035 4.653863 0.60 -0.34 0.37
H 3.392777 -4.150496 3.023129 0.19 -0.12 0.18
H -0.655955 -1.779461 5.166811 -0.13 -0.16 -0.16
H 2.412023 1.226103 -3.246916 -0.24 0.09 -0.07
H 5.663393 -1.222406 -3.758979 -0.01 -0.01 0.24
H 0.628066 3.988801 1.253033 0.22 0.02 0.39
C -4.349083 4.660063 -1.871897 -0.09 0.00 -0.09
H 4.451996 2.866640 -0.896272 0.10 0.18 0.04
C 5.514225 0.803482 0.612086 0.16 -0.72 0.25
H -7.844531 3.809569 0.198983 0.08 0.02 0.00
C -8.170680 -5.045589 -0.753724 -0.01 0.03 0.03
H -1.211684 5.159456 -4.066407 0.00 0.03 0.00
C -4.530163 1.069110 -3.076040 0.02 -0.05 0.01
C -5.890822 -0.612391 -2.035157 -0.01 -0.11 -0.03
H 1.580032 0.112044 2.553908 -0.20 0.04 -0.10
N 2.344732 2.781270 1.185160 -0.31 0.29 -0.18
H 5.468486 -3.452323 -4.490321 0.09 -0.11 -0.03
C -3.111390 4.859906 -1.277101 0.21 -0.03 0.05
H -6.985136 -5.375205 -2.512861 0.06 0.05 -0.04
C -7.313294 -4.661198 -1.770472 -0.06 -0.10 0.04
C -5.918653 -2.962407 -2.923683 0.02 -0.12 -0.10
H 7.212563 -1.421696 0.823656 0.16 0.10 -0.05
C 4.880328 -1.413178 -4.498750 0.19 -0.16 -0.05
C 1.453880 -4.106264 2.087939 0.19 -0.31 0.20
C 1.235345 3.514385 0.486582 -0.76 0.14 -0.12
H 0.932483 2.187424 4.941010 0.01 0.15 -0.28
C 3.166153 -0.752636 -3.006125 0.19 0.04 -0.42
H 5.777987 -0.609180 -0.969676 -0.18 -0.04 -0.26
H 3.715083 -1.946039 3.639285 -0.07 -0.08 -0.06
O -7.262444 -0.169043 -0.172111 0.03 -0.01 -0.01
C 6.158222 -1.683453 0.806522 -0.51 -0.54 -0.21
C -6.855041 -0.993903 -0.963205 -0.08 0.09 0.11
H 3.867457 -1.222248 -2.317242 -0.01 -0.12 0.22
O 2.343600 0.766042 4.314879 0.14 0.51 0.02
C -2.093181 5.027206 -3.452917 -0.03 -0.04 0.05
H 5.164337 -2.725990 5.483296 0.01 -0.14 0.05
H 4.592175 2.242900 1.882424 0.09 0.22 -0.13
H -0.853199 0.587553 5.307441 -0.31 0.19 -0.18
C 5.305328 -1.742362 5.066274 0.04 0.80 -0.40
H -9.248150 -4.426143 0.996976 -0.01 0.00 0.00
O -5.424973 4.424404 0.206667 0.03 -0.01 -0.02
H 5.834956 -1.733516 1.841460 0.01 0.20 0.19
H 2.807203 2.889888 -1.483190 -0.13 0.07 0.14
C 0.244764 -1.218116 4.952757 0.29 0.41 0.01
C -6.966523 4.197748 -3.054051 0.12 0.01 0.12
H -0.328837 0.373606 3.608451 -0.37 0.16 -0.07
C 2.931531 -4.560731 2.128542 -0.54 0.22 -0.45
H 0.895522 -1.277022 5.821770 -0.01 -0.09 0.22
H 4.045076 -3.173283 -5.465951 -0.19 0.07 -0.09
H -0.588901 3.204867 -0.499774 -0.18 0.02 -0.10
C -4.460030 4.662776 -3.261893 -0.01 0.06 0.13
H 1.310984 -3.290291 2.796708 -0.02 0.16 -0.02
C 4.280276 1.347156 1.331757 -0.31 0.10 -0.04
C 4.490118 -1.297442 4.026719 0.37 0.38 0.23
H -8.290985 4.011802 -4.723312 0.08 0.01 -0.02
C 0.327923 2.648678 -0.348263 0.14 0.16 0.27
C 5.939834 -3.085597 0.183015 0.16 0.21 0.71
H -3.038523 4.865295 -0.197416 -0.11 0.01 0.02
H 5.666436 -5.045364 1.027503 0.01 -0.17 0.15
H -10.260865 3.494411 -3.321462 -0.01 0.00 0.00
C 3.549148 2.268412 -0.984065 0.15 0.14 -0.38
H 5.423809 -3.756110 2.184896 0.11 0.07 0.17
C 3.687566 0.372378 2.356736 0.41 0.16 0.27
C 3.122699 1.767499 0.394015 0.30 -0.40 0.07
H 4.325797 -0.891907 -0.030027 -0.14 -0.24 -0.13
H 6.945642 -1.239122 6.348939 0.13 0.08 0.08
C 2.306202 0.844540 2.917569 0.03 -0.59 -0.32
H -1.023158 5.192818 -1.598245 0.02 0.09 -0.04
C 3.726701 -4.122857 0.899348 0.52 0.24 0.81
C -9.173946 3.613424 -1.474520 0.00 0.00 -0.05
C -1.988531 5.038978 -2.064951 0.02 0.01 -0.05
H -5.809721 1.423518 -1.386380 -0.06 -0.07 0.05
H 0.729562 2.219451 2.460259 -0.19 0.07 -0.35
F 1.801363 4.529260 -0.223254 0.29 0.04 -0.24
H 1.217842 -3.715280 1.099811 -0.07 0.03 -0.16
C 0.499399 -5.243203 2.438099 0.37 0.17 -0.17
H 2.076317 2.952137 3.256032 0.17 0.13 0.05
H -0.535367 -4.920691 2.432055 -0.21 -0.04 0.03
H 3.552800 -4.813363 0.079816 -0.24 0.11 -0.31
C -3.329016 4.845048 -4.049773 0.12 0.00 -0.04
C 4.539088 -2.888885 -4.542557 0.18 -0.16 0.02
H 5.860791 1.477184 -0.162281 -0.12 0.23 -0.11
C -5.431788 -1.552575 -2.958943 -0.05 0.03 0.08
C -7.949409 3.855319 -0.875835 -0.11 -0.03 0.04
O 3.784827 -0.551469 -4.256434 -0.08 0.14 -0.10
H -10.033332 3.374372 -0.862965 -0.01 0.00 0.00
H 2.951587 -5.645552 2.191636 0.15 -0.17 0.21
H 0.079690 1.756166 0.219939 -0.07 -0.24 -0.11
C 5.623738 0.835600 3.980468 -0.17 -0.83 0.31
C 4.638107 -0.014620 3.473422 0.20 -0.23 0.39
C 1.811789 2.238656 2.481504 0.38 -0.20 0.80
H 0.802238 -1.678300 4.142370 -0.09 -0.16 -0.14
C 5.240009 -4.052538 1.155883 -0.11 -0.21 -0.69
C -4.062163 0.129808 -3.989686 -0.03 0.00 0.05
O 3.868774 1.174559 -1.798852 0.02 -0.15 0.20
H 2.293034 -1.396829 -3.121164 -0.13 -0.10 0.06
C -9.300791 3.677353 -2.857982 0.02 -0.01 0.05
H 0.636430 -6.041420 1.712752 -0.18 -0.16 -0.09
H 5.300572 -1.129621 -5.457759 -0.05 0.23 -0.15
C -8.151789 -2.807613 0.127770 -0.08 -0.07 0.07
H 1.376294 0.942497 6.054377 0.21 -0.02 0.13
H 3.927561 -3.217793 -3.706247 -0.08 0.04 0.13
C -5.441113 0.699573 -2.101421 0.08 0.15 -0.03
H -3.347817 0.421114 -4.748771 -0.01 0.01 -0.02
H -3.424079 4.834554 -5.126863 -0.10 0.01 0.00
H -4.161039 -1.913408 -4.642002 -0.06 -0.07 0.02
H 1.927614 0.391212 -1.736370 -0.10 0.14 0.17
H 3.505246 -0.550817 1.811738 -0.20 -0.13 -0.07
C -8.200374 3.967892 -3.647023 -0.12 -0.05 -0.02
C 2.745137 0.575900 -2.438013 0.26 -0.13 -0.03
C -4.513871 -1.177678 -3.932669 0.07 0.08 -0.08
C 6.456804 0.384735 5.010927 -0.21 -0.33 -0.03
```
Forces are in eV/Å.

The gap between HOMO and LUMO is 8.52 eV. As for the HOMO energy: -11.207 eV. Its total charge is +1. The maximum force is 0.99 eV/A. The lowest unoccupied orbital energy comes out at -0.099 Ha.

Mulliken atomic charge list, values in e, 6 entries: H 0.50; H 0.46; H 0.87; O -0.67; O -0.65; C 0.12

=====

Computed, not measured: C33H25N7OsSe2 as an isolated structure, with ωB97M-V/def2-TZVPD.

The geometry in XYZ format:
```
68
Properties=species:S:1:pos:R:3:forces:R:3
H -0.253083 -3.140778 1.207618 0.00 0.00 0.00
Se 2.132808 -3.056803 -2.293904 -0.02 0.03 0.02
C 0.215788 -3.032902 -2.269815 -0.01 0.03 0.00
H -3.524213 -3.498872 -1.732366 0.00 0.00 0.00
C -0.049052 1.198396 1.861467 -0.11 -0.05 0.21
C -0.305992 3.575868 0.518253 0.02 -0.05 -0.03
C -2.751998 3.068971 1.333207 -0.19 -0.01 -0.07
C -2.749587 0.703796 0.665933 0.08 -0.04 -0.11
H -1.183588 2.944373 4.535626 0.00 0.01 -0.01
H -2.720957 2.708787 -2.106079 -0.02 0.02 0.00
C -1.120046 3.414187 1.754396 0.13 0.00 0.07
C 4.338725 0.381915 1.157208 0.00 -0.03 0.00
C -0.839920 2.103427 3.944876 0.01 0.01 0.00
H -0.282947 4.543206 0.029616 0.01 0.01 -0.01
H 5.830610 -0.851649 2.112663 0.01 0.00 -0.01
H 0.915840 2.642754 -0.949096 -0.01 0.02 0.00
C -0.043332 0.786963 -4.553230 -0.04 -0.03 0.05
C -1.816089 -4.150020 -2.881970 0.00 0.03 0.00
H 4.835099 1.326117 1.333412 0.00 0.00 0.00
H -2.244989 -1.800509 -0.517043 0.00 -0.02 0.00
H -3.338486 3.714600 1.988752 0.04 0.00 0.01
C 2.309593 0.553675 -4.304230 -0.02 0.00 -0.05
H 0.121276 -4.622176 -3.691715 0.00 -0.01 0.00
Os 0.386444 -0.401636 -0.461253 0.36 0.33 0.42
H -0.865689 0.760561 5.605670 -0.01 -0.01 0.00
C 0.347055 2.548481 -0.033967 -0.03 0.14 -0.06
C -0.454352 -2.639774 3.300645 0.00 -0.01 0.02
C -2.361409 1.168610 -0.611732 -0.14 0.14 0.12
H -0.717126 -1.825414 5.265509 0.00 0.00 0.00
C 4.890076 -0.820926 1.577797 -0.04 0.01 -0.01
C -0.685147 0.869785 4.542655 0.03 -0.04 -0.02
N -0.072355 -1.111422 1.493308 0.03 0.10 0.04
H -3.127114 4.432558 -0.368347 -0.02 0.00 -0.02
C -0.257449 -2.350438 1.945124 -0.01 -0.02 0.00
H -2.727256 -0.352214 0.896083 -0.02 -0.01 0.05
C 3.126973 0.365161 0.505192 0.00 0.11 0.03
C 3.023357 -1.933384 0.552330 0.09 -0.01 0.01
H -3.179611 1.338798 2.640589 -0.03 -0.01 0.00
C 4.228117 -1.989105 1.240093 0.00 0.03 -0.01
C -0.411896 -0.288080 3.761212 -0.01 0.05 -0.04
H -2.348834 -4.892151 -3.462633 0.00 -0.01 0.00
C 1.223196 0.778379 -5.128811 0.04 0.02 0.02
H 2.682186 1.298049 0.188566 0.06 -0.06 0.01
C -2.469118 -3.375241 -1.933736 0.00 0.00 0.00
Se 2.348298 -3.619702 -0.054387 -0.05 0.01 0.00
H 1.354060 0.975840 -6.184932 0.00 -0.01 0.00
C -0.530228 -1.618949 4.218258 0.00 -0.02 0.00
H 2.968788 0.089377 -2.296964 0.00 0.00 0.00
N -1.388855 0.438601 -1.343363 -0.01 -0.01 -0.07
N 0.919694 0.247702 -2.381188 0.02 0.01 -0.12
N 0.324816 1.262000 0.533587 -0.06 -0.46 -0.26
H -1.187676 4.343178 2.317167 -0.01 0.00 -0.02
N -1.345450 0.740208 -2.574521 -0.14 0.01 0.01
N -0.428101 -2.199425 -1.423281 -0.02 -0.08 -0.05
C -0.447928 -3.984767 -3.027872 0.03 0.00 0.01
C -0.596850 2.265389 2.572566 0.03 -0.08 -0.06
H -0.939656 1.005443 -5.119681 0.00 0.01 -0.01
C 2.122495 0.287874 -2.939605 -0.02 -0.04 0.08
C -2.760272 2.459321 -1.053432 0.07 -0.09 0.04
C -1.748780 -2.424850 -1.244825 -0.03 0.03 0.01
C -2.958448 3.396656 -0.093280 0.05 0.03 0.00
N 2.426852 -0.764603 0.236360 -0.22 -0.07 -0.11
C -0.151404 0.521907 -3.191509 0.17 0.01 -0.07
H -0.574202 -3.671199 3.602671 -0.01 0.00 0.00
H 4.664471 -2.954552 1.460894 0.00 0.00 0.00
C -0.120716 -0.102124 2.403763 0.00 0.04 -0.02
H 3.319582 0.575347 -4.693621 0.00 0.00 -0.01
C -2.975986 1.637424 1.619304 0.04 0.02 0.00
```
Forces are in eV/Å.

The gap between HOMO and LUMO is 4.75 eV. As for the HOMO energy: -19.160 eV. The value obtained for the energy relative to the best compared isomer or geometry (same formula, charge and spin) is 0.0000 eV. Its total charge is +4. The maximum force is 0.65 eV/A. The lowest unoccupied orbital energy comes out at -0.529 Ha.

Mulliken atomic charge list, values in e, 6 entries: H 0.57; Se 0.15; C 0.14; H 0.53; C -0.08; C -1.20

=====

Computed, not measured: a 7-piece molecular cluster, C16H47NO7 overall at a distorted geometry, with ωB97M-V/def2-TZVPD.

The geometry in XYZ format:
```
71
Properties=species:S:1:pos:R:3:forces:R:3
O 18.879973 -14.886542 7.289410 0.48 -0.28 0.10
H 19.741916 -1.913802 3.518283 0.83 0.27 0.03
C 15.976593 -0.962704 15.197358 -0.08 0.67 -0.46
H 14.934426 -2.137931 5.476880 0.33 -0.08 -0.22
H 24.520421 -9.326746 3.882231 0.01 -0.11 0.03
C 19.911511 -5.782821 10.489725 0.40 -1.19 -0.17
H 20.429660 -1.979372 5.278308 0.43 0.26 -0.68
C 16.948037 -1.377085 6.117305 -0.89 0.02 -0.78
H 17.968336 -1.762169 15.209277 -0.16 -0.30 0.29
H 14.037890 -12.018822 15.019888 0.13 0.07 0.98
C 17.463632 -0.715790 4.834242 1.53 -0.35 0.91
H 15.425644 -1.593177 13.443792 0.02 0.04 -0.05
H 25.174682 2.355145 9.933971 0.31 0.37 0.05
H 24.084925 -0.251141 12.272792 -0.10 0.40 -0.63
H 15.775979 -1.159105 16.250580 0.13 -0.86 -0.13
H 18.161911 -0.108418 7.015884 0.76 0.02 0.22
H 23.248998 1.674472 11.252868 -0.30 0.48 0.05
H 14.992313 -0.408202 5.697790 0.23 0.19 0.05
H 20.125121 -4.076309 9.636336 0.06 0.28 -0.11
H 15.132329 -10.040652 13.984899 -0.18 -0.64 -0.41
C 14.395362 -9.912694 14.777725 0.34 -0.49 -0.62
H 19.497365 -6.301490 8.328391 0.28 0.23 0.18
O 20.723224 -4.681750 10.080535 -0.68 -0.49 0.33
C 19.313357 -14.120711 8.440616 0.41 -1.15 -1.95
C 19.251276 -6.584575 9.351810 -0.76 -0.14 0.21
H 15.074394 -9.845046 15.627694 -0.56 0.11 0.49
H 25.193096 -9.962068 6.512167 0.31 -0.61 -0.46
O 24.306185 0.619764 12.610670 0.43 0.40 2.07
H 17.254814 -13.331042 8.447020 0.54 0.33 -0.31
H 25.894001 -7.319365 5.219993 -0.45 0.32 0.09
H 17.161007 -1.332254 3.987784 -0.11 0.18 -0.29
C 13.428197 -11.126927 14.875372 0.83 0.43 -0.78
C 15.392769 -1.349587 6.073985 0.38 -0.53 0.55
H 15.620160 0.065935 15.142913 -0.84 0.09 -0.74
H 17.207125 0.335539 4.703771 -0.51 -0.10 0.07
H 25.560491 -8.683671 7.441809 0.56 0.85 -0.12
H 26.865997 -9.318384 6.319797 -0.11 -0.02 0.25
H 18.295877 -13.109340 9.907190 -0.28 0.58 -0.04
O 12.800956 -11.393142 13.624778 -0.23 0.59 -0.53
H 19.140105 -5.569590 11.229696 -0.07 0.82 -0.06
H 24.804167 0.731016 9.889240 0.54 -0.66 0.23
H 26.242009 1.314651 10.899409 -0.16 -0.26 -0.08
H 14.991821 -1.506249 7.075389 0.01 0.07 0.13
H 12.232412 -12.154939 13.759050 -0.06 -0.01 -0.11
C 18.061445 -13.744130 9.052679 -1.81 0.77 2.39
H 13.997066 -8.935031 14.506345 -0.63 -0.13 0.56
H 19.849760 -14.715358 9.180054 0.41 -0.19 -0.26
C 17.422114 -0.873408 14.893301 2.34 -0.54 0.86
H 20.535773 -6.492338 11.032842 0.55 0.33 -0.10
H 18.169624 -6.511031 9.464627 -0.14 0.19 -0.28
H 17.791021 -0.791633 13.870892 -0.87 0.44 -0.36
O 15.356163 -1.916542 14.345017 -0.56 0.23 0.62
H 24.243295 -7.982755 5.639198 -0.18 0.66 -0.41
O 25.256632 -8.720507 3.992124 0.09 -0.65 -0.40
H 19.941127 -13.306260 8.079114 -0.01 0.21 0.23
H 17.882323 -0.066124 15.463053 0.01 0.22 -0.03
H 19.561644 -15.485654 6.976372 0.19 0.08 0.05
H 16.772236 -0.213692 7.721695 -0.25 0.07 0.51
H 12.637203 -11.001995 15.614838 0.35 0.07 0.41
H 17.600555 -14.598230 9.548865 0.07 -0.36 -0.22
C 25.251033 -8.197239 5.283447 0.62 0.15 1.97
C 25.813654 -9.067870 6.453684 -0.86 -0.58 -0.96
H 19.053069 -2.833239 4.752279 -0.78 0.16 0.45
H 17.367129 -2.382378 6.074373 -0.53 -0.35 -0.07
O 18.903086 -0.668806 4.945558 -0.05 -0.94 -0.51
C 25.213982 1.473619 10.573860 -0.46 0.60 -0.94
H 19.429518 -7.655143 9.452835 0.34 0.01 -0.03
C 19.583518 -1.893833 4.596525 -0.68 0.37 0.27
H 24.439169 2.691584 12.077693 -0.15 -0.48 1.19
N 17.506405 -0.799904 7.350945 -0.67 0.72 -0.62
C 24.238988 1.685618 11.708818 -0.12 -0.85 -1.94
```
Forces are in eV/Å.

The gap between HOMO and LUMO is 9.85 eV. As for the HOMO energy: -9.479 eV. The value obtained for the energy relative to the best compared isomer or geometry (same formula, charge and spin) is 2.3757 eV. The maximum force is 3.10 eV/A. The lowest unoccupied orbital energy comes out at 0.014 Ha.

Mulliken atomic charge list, values in e, 6 entries: O -0.52; H 0.30; C -0.23; H 0.40; H 0.30; C -0.24